Entry 1:
A cluster of 2 separate species, C4H14NO in total at a distorted geometry, computed with the ωB97M-V functional and the def2-TZVPD basis.

Structure (ORCA input):
```
! RIJCOSX wB97M-V def2-TZVPD def2/J DEFGRID3
* xyz 2 2
C 0.008 -1.867 -0.159
C 0.598 -0.588 -0.729
N -0.397 0.594 -0.586
C -1.591 0.466 -1.488
C 1.813 -0.121 0.031
H -0.214 -1.709 0.900
H 0.816 -2.599 -0.169
H -0.851 -2.316 -0.649
H 0.814 -0.537 -1.807
H -0.716 0.596 0.387
H 0.087 1.441 -0.846
H -1.464 -0.306 -2.238
H -2.423 0.023 -0.933
H -1.922 1.428 -1.859
H 2.323 -0.913 0.618
H 1.590 0.519 0.971
H 2.450 0.517 -0.595
H -0.745 1.880 2.829
H 0.327 0.712 2.900
O -0.272 1.198 2.292
*
```

As for the expectation value of S²: 0.7563. As for the energy above the lowest of the compared OMol25 structures with the same formula, charge and spin: 1.943 eV. As for the LUMO energy (spin up / spin down): -7.5 / -16.2 eV. As for the HOMO energy (spin up / spin down): -21.6 / -21.1 eV. The calculation puts the total energy at -7890.159 eV. The maximum force is 1.796 eV/Å.

---

Entry 2:
A structure of composition C28H34N6O5PTi at a distorted geometry, computed with the ωB97M-V functional and the def2-TZVPD basis.

Structure (ORCA input):
```
! RIJCOSX wB97M-V def2-TZVPD def2/J DEFGRID3
* xyz -1 1
Ti -0.324 -0.379 0.075
N 1.740 -0.685 -0.747
C 2.469 -1.333 0.340
C 1.516 -2.322 1.051
O 1.954 -3.080 1.918
N 0.276 -2.222 0.573
C -0.764 -3.057 1.152
C -1.893 -2.116 1.598
O -2.681 -2.427 2.495
O -1.920 -0.999 0.970
H 2.166 0.184 -1.046
H 1.669 -1.314 -1.538
H 3.352 -1.888 0.009
H 2.804 -0.579 1.057
H -1.157 -3.740 0.389
H -0.396 -3.651 1.989
N 0.200 0.379 2.185
C 0.348 1.834 2.038
C 1.067 2.527 3.191
C 0.488 2.371 4.624
C -0.899 2.993 4.936
N -2.060 2.491 4.225
C -2.766 1.348 4.707
N -1.978 0.198 5.010
N -3.970 1.110 4.026
C 1.024 2.042 0.666
O 2.058 2.682 0.532
O 0.368 1.461 -0.280
H -0.542 0.174 2.859
H 1.062 -0.018 2.549
H -0.649 2.255 1.932
H 1.118 3.593 2.953
H 2.093 2.147 3.202
H 1.188 2.885 5.290
H 0.468 1.318 4.904
H -0.816 4.059 4.711
H -1.069 2.891 6.021
H -2.718 3.220 3.995
H -1.638 0.196 5.961
H -2.507 -0.660 4.844
H -4.022 1.581 3.129
H -4.108 0.118 3.856
C -6.676 0.859 -1.795
C -5.937 -0.134 -1.165
C -4.657 0.138 -0.712
C -4.090 1.403 -0.886
C -4.850 2.400 -1.493
C -6.131 2.123 -1.952
P -2.304 1.517 -0.427
C -2.019 3.317 -0.584
C -2.721 4.155 0.286
C -2.465 5.515 0.326
C -1.491 6.059 -0.501
C -0.774 5.232 -1.354
C -1.030 3.870 -1.394
C -1.729 0.785 -2.024
C -2.070 1.312 -3.266
C -1.642 0.673 -4.418
C -0.936 -0.520 -4.316
C -0.635 -1.052 -3.070
C -0.989 -0.408 -1.874
H -7.672 0.646 -2.163
H -6.362 -1.121 -1.034
H -4.068 -0.631 -0.224
H -4.446 3.397 -1.614
H -6.703 2.899 -2.446
H -3.477 3.722 0.935
H -3.013 6.153 1.008
H -1.292 7.123 -0.476
H -0.005 5.656 -1.988
H -0.454 3.218 -2.035
H -2.654 2.224 -3.338
H -1.874 1.093 -5.390
H -0.612 -1.025 -5.220
H -0.117 -2.010 -3.027
*
```

As for the energy above the lowest of the compared OMol25 structures with the same formula, charge and spin: 0.000 eV. As for the LUMO energy (spin up / spin down): 1.8 / 1.8 eV. As for the HOMO energy (spin up / spin down): -0.7 / -0.8 eV. The calculation puts the total energy at -81172.381 eV. The maximum force is 2.364 eV/Å.

---

- Among the records above, which one has the lowest maximum force?
  C4H14NO